DFT (ωB97M-V/def2-TZVPD) results for a structure of composition C47H29AsCoF5N8O.

Last column: Löwdin spin population.
Positions of all 92 atoms, in Å:
C1 -0.08899 3.95388 3.62779  0.00
C2 5.33201 2.17502 0.51584  0.00
C3 2.76623 -3.39345 3.92644  0.00
C4 -4.47280 -2.80723 4.31256  0.00
H1 -3.50252 1.03785 2.04439  0.00
N1 0.18039 2.12428 0.45611  0.00
H2 -4.27644 -5.57195 2.37780  0.00
C5 -0.90052 6.03216 2.67149  0.00
C6 0.35732 -4.35758 -4.96032  0.00
C7 -3.07199 -3.81633 2.15078  0.00
C8 0.79806 -3.15567 -2.52376  0.00
H3 0.21585 3.35184 4.47366  0.00
C9 0.33838 2.13288 1.81278  0.00
H4 1.02557 -6.16237 -4.00464  0.00
H5 -3.91384 -1.35342 -1.34715  0.00
H6 -1.23864 5.50327 -3.41333  0.00
H7 -1.52585 3.67208 -7.29349  0.00
C10 -0.43275 4.19921 1.24346  0.00
H8 1.43275 -5.08020 -1.79835  0.00
C11 -4.76981 -4.07638 3.83588  0.00
N2 -0.20173 -0.05847 -3.91131  0.00
C12 0.83178 -5.10500 -3.87323  0.00
H9 -1.15075 6.09631 0.52623  0.00
H10 -5.54111 -4.67122 4.30828  0.00
N3 1.37853 -2.57852 -0.23523  0.00
H11 -5.01134 -2.40742 5.16296  0.00
C13 -0.81933 3.39727 -3.53703  0.00
C14 -2.76783 -2.53602 2.61384  0.00
H12 -1.69308 5.65901 -5.85995  0.00
H13 -3.24911 -1.06067 4.09070  0.00
C15 2.07013 -1.09475 4.27671  0.00
H14 -4.05108 -2.43946 0.05632  0.00
Co1 0.47334 0.60645 -0.70443  0.96
N4 -0.55474 3.75720 -1.14652  0.00
C16 -4.06132 -4.57903 2.75305  0.00
H15 3.17331 -4.30642 4.34299  0.00
N5 0.51702 -0.98033 -1.81302  0.00
H16 -1.24554 -1.02710 2.65569  0.00
C17 -0.05491 3.43452 2.34101  0.00
H17 -0.55620 5.70357 4.76634  0.00
C18 -3.86394 0.30659 1.32073  0.01
C19 -1.32574 3.57624 -6.23351  0.00
H18 0.19413 -4.85238 -5.90970  0.00
C20 -1.16992 4.63492 -4.05518  0.00
C21 3.67261 1.20684 -1.02655  0.01
H19 -1.22741 7.05291 2.82618  0.00
C22 -0.27275 3.33887 0.07512  0.00
C23 -0.72474 2.27344 -4.34775  0.00
H20 -0.25789 -2.41261 -5.67249  0.00
O1 2.48037 0.95620 -1.40089  0.04
H21 -2.66859 -2.57405 -1.06231  0.00
H22 2.57187 -4.19117 1.92993  0.00
C24 1.74201 -1.04222 2.92697  0.00
H23 -2.51573 -4.21839 1.31152  0.00
C25 0.17976 -1.04616 -3.11877  0.00
F1 5.58177 2.86780 1.64228  0.00
F2 3.04352 2.40215 0.93457  0.00
H24 -4.51053 -0.41576 1.81928  0.00
C26 4.02662 1.92178 0.14151  0.00
C27 -1.72100 -1.70854 1.94754  0.00
C28 -0.86242 5.51058 1.38914  0.00
C29 -3.35696 -1.88314 -0.57385  0.00
F3 4.58066 0.08072 -2.91282  0.00
H25 -4.43460 0.83518 0.55677  0.00
C30 0.91859 -2.22042 -1.41177  0.00
H26 -0.89664 1.45916 -6.33067  0.00
C31 6.38879 1.73125 -0.25484  0.00
C32 -1.42094 4.70946 -5.41603  0.00
As1 -2.33636 -0.55816 0.44718  0.02
H27 1.92799 -0.23073 4.91247  0.00
C33 2.43607 -3.34039 2.58468  0.00
N6 0.80651 1.17737 2.57707  0.00
C34 4.79744 0.77554 -1.77902  0.00
C35 1.92295 -2.14451 2.09558  0.00
H28 -0.93513 -2.33825 1.52584  0.00
C36 2.58489 -2.28200 4.76422  0.00
C37 1.45995 -1.73738 0.77924  0.00
N7 1.05266 -0.44103 0.81725  -0.01
C38 0.32799 -2.41421 -3.60246  0.00
F4 7.11484 0.58241 -2.17920  0.00
C39 -0.33973 1.16925 -3.47002  0.00
C40 6.10114 1.02695 -1.41257  0.00
C41 1.05988 -4.51430 -2.64200  0.00
C42 -0.97672 2.34168 -5.70982  0.00
C43 -0.51763 5.26222 3.77817  0.00
C44 0.10112 -3.00235 -4.83932  0.00
C45 1.18144 0.00653 2.09102  0.00
C46 -3.48222 -2.04773 3.70755  0.00
N8 -0.20385 1.62547 -2.19666  0.00
H29 2.85645 -2.36009 5.80960  0.00
F5 7.66654 1.97652 0.10831  0.00
C47 -0.49554 2.95009 -2.18285  0.00

HOMO (alpha / beta)   -4.0 / -4.0 eV
Spin multiplicity   2
Molar mass   950.6 g mol⁻¹
Relative energy (zero: lowest compared OMol25 entry of this formula, charge and spin)   3.22 kcal/mol
LUMO energy (alpha / beta)   1.0461 / 1.0712 eV
E_tot   -6439.84471 hartree
Total charge   -1